[1]
8 unconnected molecules or ions with the total composition C33H50N8O11, computed with wB97M-V/def2-TZVPD.

The calculation puts the calculated total energy at -69448.338 eV. The energy relative to the best compared isomer or geometry (same formula, charge and spin) is 403.1 kcal per mole. Its SMILES is O=[N+]([O-])c1ccccc1.O=[N+]([O-])c1ccccc1.O=[N+]([O-])c1ccccc1.CN(C)C=O.CN(C)C=O.CN(C)C=O.CN(C)C=O.CN(C)C=O. The frontier orbital gap is 7.83 eV.

Geometry as XYZ:
```
102
Properties=species:S:1:pos:R:3:forces:R:3
O 26.204000 34.555000 17.146000 0.4 0.2 0.1
N 26.613000 34.180000 16.048000 -1.8 -0.9 0.5
O 27.383000 34.769000 15.349000 0.5 0.2 -0.3
C 26.001000 32.935000 15.576000 -1.4 -5.4 -3.7
C 25.093000 31.948000 16.501000 1.6 -1.8 -9.4
C 24.477000 30.673000 15.736000 4.4 4.7 0.3
C 24.984000 30.335000 14.353000 -5.8 -1.8 4.4
C 25.760000 31.079000 13.615000 3.2 7.6 1.6
C 26.306000 32.521000 14.027000 -3.8 -4.0 6.8
H 24.994000 32.208000 17.473000 -0.7 0.6 2.9
H 23.786000 30.073000 16.304000 0.0 -0.2 -0.2
H 24.305000 29.544000 13.833000 1.9 1.0 1.0
H 25.948000 30.815000 12.658000 0.7 -0.7 -2.9
H 26.772000 33.247000 13.439000 0.8 0.6 -1.0
O 24.602000 36.433000 14.774000 -3.5 -0.3 -1.6
N 23.375000 36.511000 14.355000 3.4 3.7 1.0
O 23.024000 37.461000 13.597000 0.2 -3.3 1.6
C 22.441000 35.671000 15.065000 -3.2 -1.9 2.0
C 22.910000 34.927000 16.277000 -4.6 -2.2 -0.6
C 21.839000 33.770000 16.877000 0.0 5.9 -5.0
C 20.502000 33.796000 16.175000 2.9 -2.5 2.8
C 20.057000 34.628000 15.154000 1.7 2.8 -0.1
C 20.976000 35.698000 14.636000 1.4 -3.9 1.7
H 23.864000 35.130000 16.808000 -0.7 -0.4 -0.8
H 22.091000 33.253000 17.788000 0.0 -0.2 -0.1
H 19.842000 32.930000 16.519000 0.6 1.5 -0.5
H 18.944000 34.540000 14.946000 1.8 0.5 -0.3
H 20.666000 36.275000 13.782000 0.2 0.4 0.0
O 30.264000 33.519000 17.223000 3.2 4.5 0.7
N 31.103000 34.564000 17.272000 -1.8 -2.9 -1.9
O 32.200000 34.541000 16.731000 -1.0 -0.2 1.0
C 30.670000 35.845000 17.824000 -3.7 2.5 2.6
C 31.587000 36.926000 18.177000 -0.7 0.1 0.6
C 31.116000 38.137000 18.961000 -5.2 -5.7 -2.0
C 29.664000 38.187000 19.343000 2.4 2.2 -0.5
C 28.718000 37.177000 18.904000 -0.5 -0.6 -0.4
C 29.092000 36.007000 18.165000 4.6 1.5 0.6
H 32.721000 36.865000 17.901000 -2.4 0.0 0.5
H 31.706000 38.965000 18.979000 1.7 2.1 0.6
H 29.372000 39.298000 19.922000 0.4 -3.8 -1.8
H 27.564000 37.280000 19.100000 2.5 0.0 -0.2
H 28.381000 35.223000 17.894000 0.4 0.4 0.0
C 30.284000 30.714000 21.202000 2.8 1.3 -4.7
N 29.290000 31.743000 21.177000 -0.1 1.2 0.1
C 28.217000 31.837000 22.180000 1.0 -11.6 -2.3
C 29.401000 32.749000 20.219000 4.7 -4.9 3.1
O 28.633000 33.564000 19.999000 -4.9 4.7 -1.4
H 30.023000 29.956000 20.422000 0.7 0.4 0.5
H 30.492000 30.223000 22.047000 -0.3 -1.6 3.8
H 31.504000 31.082000 21.010000 -3.6 -0.5 -0.1
H 28.668000 31.110000 23.072000 -1.5 1.6 -2.1
H 27.262000 31.259000 21.756000 1.6 2.1 1.3
H 28.266000 32.673000 22.599000 -1.0 7.5 3.1
H 30.439000 32.737000 19.902000 0.5 0.0 -1.1
C 25.034000 36.156000 28.259000 -2.3 1.7 0.4
N 25.239000 37.543000 27.653000 -1.6 -3.3 0.0
C 24.640000 37.821000 26.396000 -2.3 -2.4 -1.6
C 25.708000 38.527000 28.401000 0.1 2.9 -1.7
O 25.803000 39.705000 28.008000 0.0 -1.8 1.1
H 24.320000 35.481000 27.818000 -0.5 0.5 -1.8
H 24.453000 36.141000 29.205000 1.2 0.8 0.2
H 25.871000 35.554000 28.264000 2.3 -0.7 0.5
H 23.475000 37.802000 26.306000 1.9 -0.3 0.7
H 25.035000 37.170000 25.591000 -0.3 -0.3 0.6
H 24.880000 38.736000 26.019000 0.9 2.9 -0.3
H 26.009000 38.139000 29.329000 0.7 0.0 1.9
C 28.445000 38.481000 23.825000 -1.3 -2.5 -1.0
N 28.635000 37.005000 23.812000 1.0 0.9 -2.0
C 29.445000 36.418000 22.736000 0.1 -0.7 -1.8
C 28.121000 36.218000 24.777000 1.0 -1.7 -0.3
O 28.216000 34.980000 24.795000 -0.4 1.6 0.1
H 27.501000 38.590000 24.232000 -2.1 0.6 1.1
H 28.377000 39.068000 22.930000 0.3 -0.7 -1.2
H 29.085000 38.966000 24.430000 2.6 1.4 2.2
H 29.170000 36.718000 21.689000 -1.2 -0.3 0.9
H 29.346000 35.262000 22.775000 0.8 2.2 0.1
H 30.446000 36.902000 22.563000 -0.2 -1.0 1.6
H 27.701000 36.786000 25.604000 -0.5 0.2 0.2
C 26.412000 35.589000 21.930000 0.3 -4.1 -4.5
N 25.036000 35.205000 21.433000 1.1 -0.9 -1.4
C 23.925000 35.595000 22.388000 4.0 4.0 -3.5
C 24.773000 34.521000 20.204000 -4.6 1.2 4.2
O 23.569000 34.251000 19.949000 2.4 0.4 -0.2
H 27.175000 35.868000 21.055000 -1.7 -1.3 1.9
H 26.704000 34.779000 22.619000 0.7 0.5 -0.5
H 26.273000 36.419000 22.432000 -0.5 4.3 2.7
H 24.273000 35.622000 23.382000 0.4 0.0 1.1
H 23.178000 34.991000 22.206000 -4.0 -3.2 -0.5
H 23.638000 36.622000 21.973000 0.0 -1.0 1.3
H 25.541000 34.191000 19.575000 1.8 -0.1 -0.7
C 24.269000 37.601000 19.137000 -1.8 4.8 2.6
N 25.129000 38.736000 18.649000 -3.1 -4.1 2.9
C 25.624000 39.777000 19.639000 -1.3 -1.5 -1.3
C 25.179000 38.823000 17.336000 2.0 4.4 -3.8
O 25.677000 39.879000 16.811000 -1.0 -2.5 1.1
H 24.598000 36.721000 18.823000 1.4 -3.8 -1.5
H 23.195000 37.756000 18.873000 0.8 -0.2 -0.1
H 24.277000 37.609000 20.261000 0.2 -0.1 -1.1
H 25.451000 39.719000 20.766000 0.2 -0.9 -1.9
H 25.109000 40.599000 19.240000 0.0 2.0 0.0
H 26.577000 39.639000 19.230000 2.4 1.5 0.8
H 24.815000 38.057000 16.541000 0.3 0.4 2.2
```
Forces are in eV/Å.

***

[2]
A molecular structure, C33H50NO4Se2Ti, computed with wB97M-V/def2-TZVPD.

The calculation puts the calculated total energy at -198516.672 eV. The energy relative to the best compared isomer or geometry (same formula, charge and spin) is 26.0 kcal per mole. As for the net charge: +1. The frontier orbital gap is 6.47 eV.

Geometry as XYZ:
```
91
Properties=species:S:1:pos:R:3:forces:R:3
Ti 1.411558 1.328115 0.037656 2.1 -1.0 -0.8
C -5.602242 -0.196785 -1.306344 0.1 0.1 0.2
C -4.905742 0.474615 -0.116544 -0.2 -0.1 0.0
C -4.907842 -0.503985 1.064656 0.0 0.2 -0.2
C -5.684642 1.730115 0.299256 0.1 -0.1 0.0
C -3.492542 0.871515 -0.517244 0.2 0.0 -0.1
C -2.386342 0.142415 -0.084444 0.4 0.1 -0.1
C -1.122642 0.627215 -0.355644 -0.6 0.7 -0.6
N 0.101158 0.015115 -0.056144 0.2 0.3 0.5
C 0.345958 -0.844185 1.028656 0.2 0.3 0.8
C 0.050158 -2.196685 1.065456 0.2 0.1 0.1
C 0.407158 -2.921285 2.195556 -0.1 0.1 -0.3
C 0.916758 -2.214585 3.287956 0.0 0.1 -0.1
C 1.190858 -0.849885 3.297356 0.2 0.2 0.0
C 1.002358 -0.164885 2.087156 -0.7 -1.9 0.0
O 1.367158 1.105215 1.788456 -0.2 0.7 1.9
C 1.592458 -0.106885 4.563256 0.1 0.1 0.1
C 2.904958 0.659515 4.358756 -0.1 0.0 -0.1
C 1.764958 -1.041685 5.761856 0.0 0.1 -0.2
C 0.459358 0.886415 4.871456 0.1 -0.1 -0.1
C 0.298358 -4.436285 2.257656 0.0 -0.2 0.0
C 1.710258 -4.999385 2.482856 -0.2 0.1 0.0
C -0.248242 -5.023685 0.952956 0.1 0.1 0.2
C -0.624142 -4.859785 3.406956 0.1 0.1 -0.2
C -0.922542 1.880715 -0.993644 -2.0 -1.0 -0.1
O 0.359258 2.324715 -0.884344 -0.9 2.0 -0.9
C -1.998542 2.486315 -1.642044 0.6 0.0 0.2
C -3.262442 1.957815 -1.357544 0.1 -0.1 0.2
C -1.856742 3.598415 -2.674544 0.0 0.1 -0.1
C -2.410142 3.043215 -3.998044 0.1 0.1 0.2
C -0.398642 4.006415 -2.908944 -0.1 0.0 0.1
C -2.652942 4.837815 -2.254644 0.1 -0.2 0.0
H -6.621042 -0.465585 -1.037944 -0.1 0.0 0.0
H -5.071742 -1.101985 -1.591844 0.0 -0.1 -0.1
H -5.634542 0.467315 -2.165444 0.0 0.1 -0.1
H -5.925442 -0.630185 1.427756 -0.1 0.0 0.0
H -4.300042 -0.129585 1.885956 0.0 0.0 0.1
H -4.543042 -1.484685 0.766556 0.1 -0.1 0.0
H -6.631542 1.449915 0.752956 -0.1 0.0 0.0
H -5.901742 2.365015 -0.554044 0.0 0.1 -0.1
H -5.116042 2.306015 1.024856 0.0 0.1 0.1
H -2.480542 -0.779685 0.465656 -0.1 -0.1 0.1
H -0.423842 -2.629785 0.196256 0.0 -0.1 0.0
H 1.118858 -2.776185 4.183856 0.0 0.0 0.2
H 3.712458 -0.026585 4.109356 0.1 0.0 0.0
H 3.170258 1.182415 5.274856 0.0 0.0 0.1
H 2.804158 1.397815 3.564856 0.1 0.0 0.1
H 2.559958 -1.762085 5.587956 0.1 -0.1 0.0
H 0.844258 -1.570585 5.990956 -0.1 -0.1 0.1
H 2.032958 -0.455185 6.635956 0.0 0.1 0.1
H 0.312258 1.575415 4.040856 0.0 0.1 0.0
H 0.702958 1.461715 5.761356 0.0 0.1 0.1
H -0.474742 0.356915 5.049056 -0.1 0.0 0.0
H 2.369258 -4.688685 1.673956 0.1 0.0 -0.1
H 1.679058 -6.085785 2.505956 0.0 -0.1 0.0
H 2.129558 -4.650885 3.422456 0.1 0.0 0.1
H 0.383858 -4.754385 0.109156 0.0 0.0 -0.1
H -1.263242 -4.681185 0.765556 -0.1 0.0 -0.1
H -0.267542 -6.108785 1.022856 0.0 -0.1 0.0
H -0.224642 -4.559085 4.370856 0.0 0.0 0.2
H -0.733242 -5.941485 3.408056 0.0 -0.1 0.1
H -1.608242 -4.412485 3.287856 -0.1 0.0 0.0
H -4.109242 2.452415 -1.803844 -0.2 0.1 0.0
H -1.911942 2.110915 -4.258544 0.1 -0.1 -0.1
H -2.248842 3.760815 -4.798344 0.0 0.1 -0.1
H -3.475242 2.847815 -3.926244 -0.2 -0.1 0.0
H 0.201458 3.139915 -3.188444 0.1 0.0 0.0
H 0.029758 4.465815 -2.018544 0.1 0.0 -0.1
H -0.349742 4.727415 -3.722544 0.0 0.1 -0.1
H -3.698542 4.596515 -2.091444 -0.2 0.0 0.0
H -2.595742 5.595815 -3.031444 0.0 0.1 -0.1
H -2.249642 5.257315 -1.336344 0.0 0.1 0.1
O 5.628258 -1.428785 -2.971644 0.3 -0.1 0.1
C 4.498858 -1.127185 -3.755044 -0.5 0.0 -0.2
C 4.129658 0.357815 -3.575444 0.1 -0.1 0.1
C 5.003758 1.217915 -4.512644 0.1 -0.3 0.0
O 4.637858 2.571115 -4.372544 0.0 0.3 0.0
C 2.661658 0.593415 -3.904644 -0.2 0.0 0.3
Se 1.436558 -0.101285 -2.472544 0.8 -0.1 -0.8
C 4.398858 0.819815 -2.140444 0.1 0.2 0.0
Se 3.249658 -0.199985 -0.883744 0.5 -0.2 -0.8
H 5.841158 -2.363185 -3.074544 0.0 0.1 0.0
H 3.640458 -1.744985 -3.442944 0.1 0.1 -0.1
H 4.694858 -1.316185 -4.820944 -0.1 0.0 0.1
H 4.849458 0.878315 -5.545244 0.0 0.0 0.1
H 6.054158 1.064115 -4.237544 0.0 -0.1 -0.1
H 5.189558 3.106115 -4.953944 -0.1 0.0 0.1
H 2.373158 0.094215 -4.829644 -0.1 -0.1 0.0
H 2.477058 1.665615 -3.998444 -0.1 -0.2 0.0
H 4.208358 1.895815 -2.059444 0.0 -0.3 0.1
H 5.429358 0.579215 -1.867144 -0.2 0.1 0.2
```
Forces are in eV/Å.

***

Results for maximum force: 0.231 0.048 (in Eh/bohr, following the order of the records).